This record from the OMol25 dataset describes an isolated ion of composition C9H11O2S and charge -1 at a distorted geometry. The level of theory is ωB97M-V/def2-TZVPD.

Its LUMO energy (alpha / beta) is 0.10468 / 0.10468 hartree. The value obtained for the HOMO energy (alpha / beta) is -1.093 / -1.092 eV. The spin multiplicity is 1. The value obtained for the max |F| is 3.61 eV Å⁻¹. As for the energy relative to the best compared isomer or geometry (same formula, charge and spin): 74.57 kcal/mol. The calculation puts the total energy at -898.0930 hartree. Its total charge is -1.

Each line ends with the Löwdin charge.
Element x y z (Å)
1 C -3.589 0.182 0.380  -0.029
2 C -3.952 -1.098 0.366  -0.168
3 C -2.581 0.748 -0.492  -0.427
4 C -1.897 -0.387 -1.328  -0.176
5 C -0.406 -0.313 -1.473  -0.368
6 C 1.654 0.557 0.931  -0.258
7 C 0.258 -0.180 0.865  -0.258
8 C 2.636 -0.500 0.576  -0.570
9 C 0.285 -1.015 -0.405  -0.684
10 O -4.638 -2.027 0.467  0.186
11 O -2.100 1.881 -0.447  0.019
12 S 1.968 -1.475 -0.791  0.729
13 H -4.149 0.908 0.968  0.126
14 H -2.182 -1.252 -0.825  0.048
15 H -2.329 -0.495 -2.340  0.121
16 H -0.069 -0.769 -2.538  0.128
17 H -0.232 0.798 -1.502  0.101
18 H 1.532 1.353 0.060  0.147
19 H 1.814 0.955 1.877  0.060
20 H 0.073 -0.866 1.651  0.065
21 H -0.592 0.557 0.810  0.097
22 H 3.612 -0.172 0.284  0.027
23 H 2.984 -1.236 1.408  0.087



This record from the OMol25 dataset describes a 2-piece molecular cluster, C9H11O3 overall at a distorted geometry. The level of theory is ωB97M-V/def2-TZVPD.

Its LUMO energy is 0.12848 hartree. The value obtained for the HOMO energy is -3.619 eV. The spin multiplicity is 1. The value obtained for the max |F| is 2.41 eV Å⁻¹. As for the energy relative to the best compared isomer or geometry (same formula, charge and spin): 20.68 kcal/mol. The calculation puts the total energy at -575.3255 hartree. Its total charge is -1.

Each line ends with the Löwdin charge.
Element x y z (Å)
1 C 0.171 -0.049 3.817  0.010
2 C 0.137 -1.587 4.048  -0.605
3 O 0.441 -2.075 5.124  0.020
4 O -0.572 -2.243 3.177  0.077
5 H -0.491 0.290 4.596  0.070
6 H -0.078 0.246 2.815  0.054
7 H 1.139 0.348 4.149  0.073
8 C 0.403 1.577 -3.945  -0.091
9 C -1.166 0.492 -0.743  -0.067
10 C -0.561 -0.645 -0.195  -0.450
11 C -0.846 1.179 -1.904  -0.097
12 C 0.152 0.690 -2.759  -0.323
13 C 0.614 -0.971 -0.995  -0.042
14 C 0.898 -0.361 -2.205  -0.109
15 O -0.924 -1.064 0.957  -0.128
16 H -1.896 0.912 -0.049  0.098
17 H -1.325 2.134 -2.077  0.091
18 H 1.396 -1.630 -0.648  0.083
19 H -0.575 -1.882 2.225  0.056
20 H 0.027 2.580 -3.741  0.059
21 H -0.219 1.277 -4.797  0.064
22 H 1.804 -0.735 -2.696  0.094
23 H 1.470 1.516 -4.156  0.065



This record from the OMol25 dataset describes a 2-piece molecular cluster, C9H11O3 overall at a distorted geometry. The level of theory is ωB97M-V/def2-TZVPD.

Its LUMO energy is 0.12572 hartree. The value obtained for the HOMO energy is -2.864 eV. The spin multiplicity is 1. The value obtained for the max |F| is 2.74 eV Å⁻¹. As for the energy relative to the best compared isomer or geometry (same formula, charge and spin): 47.46 kcal/mol. The calculation puts the total energy at -575.2828 hartree. Its total charge is -1.

Each line ends with the Löwdin charge.
Element x y z (Å)
1 C 0.785 2.523 1.205  -0.010
2 C -0.049 3.192 0.160  -0.540
3 O -1.047 2.385 -0.354  0.054
4 O 0.166 4.220 -0.430  0.081
5 H 1.186 3.245 1.931  0.092
6 H 1.472 1.800 0.784  0.069
7 H 0.100 1.885 1.775  0.082
8 C 1.040 -2.009 -2.722  -0.089
9 C -0.512 -1.508 1.331  -0.535
10 C 0.503 -0.665 0.818  -0.104
11 C -1.210 -2.353 0.381  -0.039
12 C 0.926 -0.752 -0.517  -0.128
13 C -0.525 -2.655 -0.793  -0.080
14 C 0.414 -1.724 -1.360  -0.340
15 O -0.758 -1.626 2.567  -0.134
16 H -0.757 1.459 -0.390  0.088
17 H 1.012 -0.097 1.592  0.079
18 H -2.141 -2.706 0.799  0.088
19 H 1.481 0.061 -1.036  0.101
20 H -0.819 -3.529 -1.370  0.086
21 H 1.562 -1.105 -3.014  0.058
22 H 0.228 -2.306 -3.398  0.061
23 H 1.647 -2.899 -2.580  0.062



This record from the OMol25 dataset describes a 2-piece molecular cluster, C9H11O3 overall at a distorted geometry. The level of theory is ωB97M-V/def2-TZVPD.

Its LUMO energy is 0.11760 hartree. The value obtained for the HOMO energy is -3.690 eV. The spin multiplicity is 1. The value obtained for the max |F| is 6.40 eV Å⁻¹. As for the energy relative to the best compared isomer or geometry (same formula, charge and spin): 71.92 kcal/mol. The calculation puts the total energy at -575.2438 hartree. Its total charge is -1.

Each line ends with the Löwdin charge.
Element x y z (Å)
1 C 0.620 4.903 0.090  -0.044
2 C 0.348 3.278 -0.402  -0.793
3 O -0.527 2.744 0.221  -0.047
4 O 0.955 2.983 -1.441  -0.098
5 H 0.578 5.024 1.169  0.028
6 H -0.249 5.139 -0.350  -0.024
7 H 1.470 5.378 -0.388  0.027
8 C -0.434 -3.163 2.161  -0.068
9 C 0.795 -1.955 -1.176  -0.011
10 C -0.069 -0.886 -1.500  -0.271
11 C 0.835 -2.578 0.070  -0.059
12 C -0.230 -2.374 0.883  -0.294
13 C -1.121 -0.639 -0.600  0.017
14 C -1.113 -1.299 0.684  -0.019
15 O -0.159 -0.368 -2.810  -0.020
16 H 1.438 -2.272 -1.976  0.103
17 H 1.676 -3.022 0.223  0.051
18 H -2.018 -0.049 -0.746  0.110
19 H 0.148 0.540 -3.029  0.113
20 H 0.467 -3.333 2.703  0.048
21 H -0.547 -4.260 1.837  0.099
22 H -1.733 -0.906 1.450  0.094
23 H -1.130 -2.887 2.925  0.059



This record from the OMol25 dataset describes a 2-piece molecular cluster, C9H11O4PS overall at a distorted geometry. The level of theory is ωB97M-V/def2-TZVPD.

Its LUMO energy is 0.00177 hartree. The value obtained for the HOMO energy is -8.737 eV. The spin multiplicity is 1. The value obtained for the max |F| is 4.88 eV Å⁻¹. As for the energy relative to the best compared isomer or geometry (same formula, charge and spin): 0.00 kcal/mol. The calculation puts the total energy at -1389.9654 hartree. Its total charge is 0. As for the structure (SMILES): [H]/P=C/OC(=O)c1ccc(OC)cc1O.S.

Each line ends with the Löwdin charge.
Element x y z (Å)
1 C 0.093 -0.227 0.115  0.034
2 C 1.432 -0.598 -0.052  -0.047
3 C 2.083 1.651 -0.705  0.059
4 C -0.220 1.205 -0.058  -0.016
5 C 2.332 0.310 -0.563  -0.258
6 C 0.806 2.111 -0.524  -0.269
7 C -1.610 1.671 0.180  -0.471
8 C 4.018 -1.455 -0.359  -0.051
9 C -3.789 1.044 0.543  -0.481
10 O -1.949 2.812 0.148  0.017
11 O 0.554 3.405 -0.592  0.097
12 O 3.657 -0.099 -0.846  -0.114
13 O -2.464 0.655 0.395  -0.035
14 P -4.502 2.557 0.688  0.881
15 S -3.757 -3.025 -0.928  0.447
16 H -0.579 -0.944 0.460  0.090
17 H 1.566 -1.705 0.209  0.135
18 H 2.859 2.331 -1.095  0.152
19 H 3.547 -2.281 -0.937  0.095
20 H 3.682 -1.328 0.640  0.064
21 H 5.151 -1.576 -0.431  0.111
22 H -4.366 0.180 0.522  0.013
23 H -0.342 3.673 -0.294  0.109
24 H -5.816 2.055 1.053  -0.131
25 H -3.930 -2.120 0.088  -0.235
26 H -4.896 -2.490 -1.481  -0.197